1.
13
Properties=species:S:1:pos:R:3:mulliken_charge:R:1 method="wB97M-V/def2-TZVPD" orbital_gap_ev=10.6 charge=0 multiplicity=1 smiles="C1=NC1.CC=O" total_energy_ev=-7795.658 e_above_lowest_kcal_mol=91.93
C -0.66 -1.37 0.39 -1.032
C 0.89 0.79 0.76 -0.100
C 1.29 1.22 -0.55 -0.227
N 0.04 1.56 0.24 -0.470
C -1.17 -0.25 -0.51 0.259
O -0.93 -0.21 -1.70 -0.528
H -0.73 -1.25 1.48 0.326
H 0.31 -1.81 0.15 0.317
H -1.43 -2.09 0.09 0.323
H 1.14 0.36 1.71 0.368
H 2.00 2.04 -0.56 0.242
H 1.18 0.59 -1.44 0.192
H -1.93 0.41 -0.04 0.330

***

2.
13
Properties=species:S:1:pos:R:3:mulliken_charge:R:1 method="wB97M-V/def2-TZVPD" orbital_gap_ev=8.5 charge=0 multiplicity=1 total_energy_ev=-7795.232 e_above_lowest_kcal_mol=101.74
C 0.23 1.66 -0.60 -1.245
C -0.69 0.46 -0.56 0.360
C -0.18 -0.93 -0.96 -0.928
N -0.42 -0.57 0.43 -0.035
C 0.23 -0.97 1.45 0.152
O 0.96 -2.06 1.31 -0.406
H -0.01 2.38 0.19 0.315
H 0.11 2.16 -1.56 0.310
H 1.27 1.33 -0.51 0.329
H -1.75 0.69 -0.62 0.297
H -1.01 -1.56 -1.30 0.184
H 1.04 -2.13 0.32 0.318
H 0.23 -0.48 2.42 0.349

***

3.
13
Properties=species:S:1:pos:R:3:mulliken_charge:R:1 method="wB97M-V/def2-TZVPD" orbital_gap_ev=10.0 charge=0 multiplicity=1 smiles="C=NC/C=C/O" total_energy_ev=-7797.494 e_above_lowest_kcal_mol=49.59
O -2.21 -1.92 0.22 -0.473
C -1.15 -1.11 0.46 0.035
C 0.70 2.26 -0.23 -0.262
N 0.98 1.16 -0.79 -0.411
C 1.04 -0.02 0.07 -0.544
C -0.05 -0.99 -0.29 -0.323
H -2.06 -2.41 -0.60 0.302
H -1.30 -0.54 1.37 0.289
H 0.52 2.36 0.85 0.221
H 0.62 3.16 -0.83 0.260
H 0.97 0.25 1.14 0.403
H 2.02 -0.48 -0.09 0.277
H 0.05 -1.55 -1.21 0.226

***

4.
13
Properties=species:S:1:pos:R:3:mulliken_charge:R:1 method="wB97M-V/def2-TZVPD" orbital_gap_ev=11.5 charge=0 multiplicity=1 smiles=CO[C@@H](C)C#N total_energy_ev=-7798.115 e_above_lowest_kcal_mol=35.26
C -1.88 -0.15 -0.31 -0.740
O -0.75 0.66 -0.06 -0.356
C 0.50 0.06 -0.28 0.547
C 1.53 0.90 0.46 -1.349
C 0.54 -1.34 0.20 0.173
N 0.55 -2.44 0.56 -0.425
H -1.99 -0.91 0.48 0.299
H -1.80 -0.67 -1.28 0.324
H -2.74 0.51 -0.32 0.264
H 0.72 0.03 -1.36 0.207
H 1.48 1.93 0.09 0.336
H 1.29 0.90 1.52 0.331
H 2.54 0.51 0.31 0.389

***

5.
13
Properties=species:S:1:pos:R:3:mulliken_charge:R:1 method="wB97M-V/def2-TZVPD" orbital_gap_ev=9.8 charge=0 multiplicity=1 smiles="CC=C=N.C=O" total_energy_ev=-7795.736 e_above_lowest_kcal_mol=90.14
C 1.19 0.38 -0.29 0.375
C -0.13 -2.04 0.23 -0.220
C 0.34 1.31 -0.70 -0.325
C -1.00 1.51 -0.08 -0.816
N 1.68 -0.69 0.17 -0.508
O -0.74 -1.48 1.18 -0.485
H 0.50 1.73 -1.70 0.298
H -0.45 -1.68 -0.72 0.327
H 0.50 -2.89 0.46 0.309
H -1.70 0.68 -0.30 0.226
H -1.51 2.44 -0.26 0.343
H -0.83 1.40 1.05 0.239
H 2.16 -0.66 0.97 0.237

***

6.
13
Properties=species:S:1:pos:R:3:mulliken_charge:R:1 method="wB97M-V/def2-TZVPD" orbital_gap_ev=11.0 charge=0 multiplicity=1 smiles="[H]/N=C1/CCCO1" total_energy_ev=-7797.674 e_above_lowest_kcal_mol=45.45
N -1.60 -0.32 1.58 -0.651
C -0.91 0.09 0.61 0.307
C 0.41 0.79 0.76 -0.276
C 1.04 -0.22 -0.19 -0.657
C 0.17 -0.11 -1.42 -0.351
O -1.13 -0.05 -0.77 -0.383
H -2.29 -1.03 1.36 0.251
H 0.26 1.82 0.44 0.257
H 0.85 0.74 1.76 0.260
H 0.50 -1.14 0.27 0.289
H 2.12 -0.31 -0.29 0.421
H 0.25 -1.02 -2.02 0.264
H 0.32 0.76 -2.08 0.268

***

Calculated max |F| (eV/A), listed in the same order as above: 0.88; 0.51; 0.44; 1.13; 6.50; 2.55